{
  "formula": "C4H10NO",
  "method": "ωB97M-V/def2-TZVPD",
  "symbols": ["O", "N", "C", "C", "C", "C", "H", "H", "H", "H", "H", "H", "H", "H", "H", "H"],
  "positions_angstrom": [[-2.606, 0.056, -0.638], [0.986, -0.639, -0.471], [1.649, 0.687, -0.266], [-1.317, 0.446, -0.753], [-0.456, -0.669, -0.032], [-0.419, -0.655, 1.484], [1.568, 1.357, -1.095], [0.228, 0.111, 2.006], [0.986, -0.841, -1.477], [2.719, 0.463, -0.348], [-1.090, 1.502, -0.486], [1.359, 1.347, 0.504], [-0.223, -1.663, 1.853], [-1.101, -1.520, -0.325], [-1.365, -0.317, 1.866], [-0.919, 0.336, -1.822]],
  "forces_ev_per_angstrom": [[-0.16, 0.88, 0.01], [-0.72, -0.16, 0.05], [0.93, -1.71, -2.21], [-0.58, -1.92, -0.23], [0.83, 2.06, -0.02], [-0.11, 1.01, 0.85], [-0.73, 0.42, -1.22], [0.13, -0.95, -0.96], [0.10, 0.33, 0.46], [0.13, 0.26, 1.01], [0.17, 0.00, 0.42], [-0.32, -0.20, 1.65], [0.22, 0.13, 0.26], [1.13, -0.14, -0.21], [-1.00, -0.33, -0.03], [-0.02, 0.32, 0.14]],
  "nbo_charge": [-0.97, -0.66, -0.43, -0.02, -0.10, -0.62, 0.17, 0.18, 0.34, 0.17, 0.08, 0.20, 0.19, 0.22, 0.22, 0.04],
  "e_above_lowest_kcal_mol": 32.5,
  "homo_ev": -2.123,
  "lumo_energy_ev": 4.123,
  "smiles": "CN[C@@H](C)C[O-]",
  "multiplicity": 1,
  "total_charge": -1,
  "orbital_gap_ev": 6.2
}

---

{
  "formula": "C4H10NO",
  "method": "ωB97M-V/def2-TZVPD",
  "symbols": ["O", "N", "C", "C", "C", "C", "H", "H", "H", "H", "H", "H", "H", "H", "H", "H"],
  "positions_angstrom": [[-0.858, 1.238, 2.521], [-0.914, 0.447, 0.320], [-0.473, -0.490, -0.672], [1.410, -1.261, -2.160], [0.880, -0.117, -1.299], [-0.325, 0.440, 1.636], [1.601, 0.050, -0.501], [-1.875, 0.745, 0.362], [2.378, -1.063, -2.619], [0.767, 0.659, 1.535], [0.725, -1.548, -2.956], [-1.202, -0.533, -1.472], [1.516, -2.146, -1.538], [-0.250, -0.615, 2.017], [-0.404, -1.508, -0.266], [0.756, 0.796, -1.888]],
  "forces_ev_per_angstrom": [[-0.16, 0.14, 0.46], [-0.02, 0.84, 0.55], [0.32, -0.09, -0.13], [-0.11, -0.15, 0.03], [-0.20, -0.39, -0.17], [0.46, -0.65, -1.23], [0.10, 0.30, 0.04], [-0.07, -0.27, -0.26], [-0.01, 0.16, 0.08], [-0.01, 0.18, 0.18], [-0.15, 0.16, -0.11], [-0.29, 0.00, -0.09], [0.15, -0.20, 0.10], [-0.19, 0.08, 0.30], [0.04, -0.12, 0.06], [0.13, 0.01, 0.20]],
  "lowdin_spin": [0.68, 0.03, 0.00, 0.00, 0.00, 0.14, 0.00, 0.00, 0.00, 0.07, 0.00, 0.00, 0.00, 0.07, 0.00, 0.00],
  "s_squared": 0.756,
  "e_above_lowest_kcal_mol": 10.7,
  "homo_ev": [-8.820, -8.835],
  "lumo_energy_ev": [1.083, -1.539],
  "multiplicity": 2,
  "orbital_gap_ev": [9.9, 7.3]
}

---

{
  "formula": "C4H10NO",
  "method": "ωB97M-V/def2-TZVPD",
  "symbols": ["O", "N", "C", "C", "C", "C", "H", "H", "H", "H", "H", "H", "H", "H", "H", "H"],
  "positions_angstrom": [[-0.140, 0.467, -2.737], [0.631, -0.910, -0.369], [0.043, -0.423, 0.910], [0.932, -0.619, 2.069], [-0.806, 1.550, -2.588], [-1.158, 0.150, 0.857], [-1.717, 0.195, -0.071], [1.142, -1.679, 2.244], [-0.832, 2.061, -1.612], [0.482, -1.914, -0.519], [-1.310, 2.007, -3.449], [1.642, -0.821, -0.316], [0.501, -0.145, 2.959], [1.906, -0.124, 2.001], [0.200, -0.382, -1.158], [-1.519, 0.589, 1.778]],
  "forces_ev_per_angstrom": [[1.16, -2.25, 1.01], [-0.13, -0.92, 1.30], [-0.45, 0.29, -0.74], [0.31, 0.40, 1.00], [-0.96, 1.31, 0.32], [1.00, -0.45, 0.22], [-0.04, 0.30, 0.04], [-0.18, 0.06, 0.15], [-0.08, 0.17, -0.22], [-0.29, 0.20, 0.00], [0.06, 0.06, 0.26], [0.04, 0.49, -0.46], [-0.14, -0.50, -0.13], [0.01, -0.01, -0.52], [0.03, 0.93, -2.06], [-0.34, -0.09, -0.17]],
  "lowdin_spin": [0.33, 0.00, 0.00, 0.00, 0.52, 0.01, 0.01, 0.00, 0.06, 0.00, 0.05, 0.00, 0.00, 0.00, 0.00, 0.00],
  "s_squared": 0.753,
  "e_above_lowest_kcal_mol": 54.1,
  "homo_ev": [-3.592, -7.217],
  "lumo_energy_ev": [-0.060, -0.097],
  "multiplicity": 2,
  "orbital_gap_ev": [3.5, 7.1]
}

---

{
  "formula": "C4H10NO",
  "method": "ωB97M-V/def2-TZVPD",
  "symbols": ["O", "N", "C", "C", "C", "C", "H", "H", "H", "H", "H", "H", "H", "H", "H", "H"],
  "positions_angstrom": [[-0.294, -1.028, -0.084], [1.846, -0.018, -1.116], [-0.608, 1.236, 0.580], [-2.547, -0.379, 0.655], [-1.127, 0.012, 0.397], [2.735, 0.388, -0.275], [0.877, -0.414, -0.829], [-3.019, -0.727, -0.282], [2.441, 0.443, 0.766], [2.111, 0.034, -2.090], [0.398, 1.488, 0.288], [-2.612, -1.205, 1.369], [-3.095, 0.477, 1.032], [-0.855, -1.790, -0.250], [3.698, 0.680, -0.619], [-1.262, 2.003, 1.018]],
  "forces_ev_per_angstrom": [[-0.73, 0.75, 0.34], [1.13, 0.52, 0.65], [-1.07, -0.77, 0.08], [0.22, -0.40, -0.36], [0.42, 0.82, 0.23], [-2.09, -0.72, -0.51], [0.75, 0.17, -0.07], [0.12, 0.22, 0.29], [0.26, -0.16, 0.12], [-0.16, -0.30, -0.28], [-0.02, 0.16, 0.21], [0.02, 0.14, 0.04], [-0.10, -0.03, 0.03], [0.08, -0.36, -0.19], [0.63, 0.31, -0.17], [0.54, -0.35, -0.40]],
  "nbo_charge": [-0.73, -0.58, -0.49, -0.69, 0.32, 0.14, 0.47, 0.24, 0.23, 0.43, 0.18, 0.24, 0.26, 0.52, 0.23, 0.24],
  "e_above_lowest_kcal_mol": 34.5,
  "homo_ev": -13.214,
  "lumo_energy_ev": -5.070,
  "multiplicity": 1,
  "total_charge": 1,
  "orbital_gap_ev": 8.1
}

---

{
  "formula": "C4H10NO",
  "method": "ωB97M-V/def2-TZVPD",
  "symbols": ["O", "N", "C", "C", "C", "C", "H", "H", "H", "H", "H", "H", "H", "H", "H", "H"],
  "positions_angstrom": [[2.454, -2.865, 0.466], [0.161, 0.057, -0.707], [-0.860, 1.181, -0.317], [-1.187, 2.112, -1.233], [0.142, -1.190, -0.386], [-1.167, 1.289, 1.129], [3.294, -2.566, 0.662], [2.266, -3.531, 1.142], [-0.226, 1.536, 1.508], [0.135, -2.026, -1.013], [-1.923, 2.926, -1.034], [-2.049, 1.843, 1.231], [-0.533, 2.044, -2.147], [0.808, 0.230, -1.507], [0.017, -1.356, 0.695], [-1.333, 0.315, 1.511]],
  "forces_ev_per_angstrom": [[-3.06, -0.96, -0.39], [0.07, 0.94, -1.96], [0.78, 0.96, -0.34], [1.94, -1.53, -0.33], [-0.89, 1.62, 3.45], [0.30, -2.38, -1.90], [2.86, 1.01, 0.56], [0.03, 0.08, -0.21], [1.00, 1.46, 1.47], [1.50, -0.91, -1.30], [0.84, -0.92, -0.25], [-0.69, 1.32, 0.71], [-1.43, 0.55, 0.50], [-1.63, 0.29, -0.18], [-1.04, -0.39, -0.52], [-0.59, -1.13, 0.67]],
  "nbo_charge": [-0.95, -0.48, 0.18, -0.36, 0.19, -0.66, 0.48, 0.49, 0.24, 0.24, 0.27, 0.26, 0.22, 0.44, 0.21, 0.21],
  "e_above_lowest_kcal_mol": 74.8,
  "homo_ev": -14.375,
  "lumo_energy_ev": -5.661,
  "multiplicity": 1,
  "total_charge": 1,
  "orbital_gap_ev": 8.7
}

---

{
  "formula": "C4H10NO",
  "method": "ωB97M-V/def2-TZVPD",
  "symbols": ["O", "N", "C", "C", "C", "C", "H", "H", "H", "H", "H", "H", "H", "H", "H", "H"],
  "positions_angstrom": [[-0.170, 3.026, 1.046], [0.557, -1.049, 0.387], [-1.006, 0.537, 0.315], [-0.362, -0.765, -1.842], [1.145, -2.200, 0.303], [-0.354, -0.412, -0.370], [0.123, 3.648, 0.404], [1.275, -2.361, -0.830], [1.766, -2.819, 1.012], [-0.762, -0.020, -2.588], [0.744, -0.838, -1.981], [0.602, -0.577, 1.394], [0.634, 3.099, 1.637], [-0.757, 0.993, 1.361], [-2.017, 0.854, -0.004], [-0.684, -1.801, -1.927]],
  "forces_ev_per_angstrom": [[1.82, -0.19, 1.80], [2.78, -1.23, 7.28], [-1.66, 0.69, 1.50], [1.19, 0.07, 0.54], [1.25, 0.62, -3.97], [-1.70, 2.47, -1.99], [-0.21, 0.93, -1.34], [-0.44, -1.19, 1.90], [-1.06, 1.42, -0.32], [0.11, -1.01, 1.24], [-0.61, 0.24, -0.75], [-0.28, -1.36, -2.46], [-1.45, -0.37, -0.41], [-0.26, -1.55, -2.04], [1.06, 0.37, -0.37], [-0.54, 0.10, -0.60]],
  "nbo_charge": [-0.94, -0.40, -0.25, -0.65, 0.02, 0.07, 0.48, 0.22, 0.27, 0.28, 0.22, 0.45, 0.48, 0.25, 0.25, 0.24],
  "e_above_lowest_kcal_mol": 73.9,
  "homo_ev": -14.115,
  "lumo_energy_ev": -5.318,
  "multiplicity": 1,
  "total_charge": 1,
  "orbital_gap_ev": 8.8
}

---

{
  "formula": "C4H10NO2",
  "method": "ωB97M-V/def2-TZVPD",
  "symbols": ["O", "O", "N", "C", "C", "C", "C", "H", "H", "H", "H", "H", "H", "H", "H", "H", "H"],
  "positions_angstrom": [[0.646, -1.225, -2.068], [-0.052, 2.528, 1.283], [1.179, 0.890, -0.340], [-0.249, 1.237, 1.587], [-0.390, -1.708, -1.146], [0.248, 0.123, 0.562], [-0.829, -0.537, -0.253], [-1.326, 0.261, -0.787], [-1.332, 0.913, 1.583], [-1.625, -1.032, 0.328], [0.281, -2.415, -0.664], [-1.265, -1.891, -1.798], [2.044, 1.078, 0.149], [0.713, 1.817, -0.379], [0.124, 0.943, 2.612], [0.830, -0.642, 1.127], [1.004, -0.339, -1.796]],
  "forces_ev_per_angstrom": [[-0.02, 0.31, -1.00], [0.11, -0.53, -0.38], [-0.58, -0.79, -0.86], [-1.54, -0.62, 0.61], [1.90, 3.56, -1.55], [2.15, 1.00, 0.55], [-0.31, -1.34, 0.47], [-0.22, 0.08, -0.70], [-0.22, 0.52, 0.62], [0.18, 0.58, 0.64], [-1.56, -1.05, 0.72], [0.48, -1.25, 0.60], [-0.04, -0.02, 0.19], [0.34, -0.19, 0.35], [0.08, 0.01, -0.31], [-0.24, 0.32, -0.45], [-0.51, -0.58, 0.51]],
  "nbo_charge": [-0.83, -0.94, -0.90, -0.02, -0.09, -0.10, -0.44, 0.21, 0.06, 0.19, 0.19, 0.17, 0.35, 0.40, 0.07, 0.16, 0.51],
  "e_above_lowest_kcal_mol": 75.1,
  "homo_ev": -2.768,
  "lumo_energy_ev": 3.953,
  "smiles": "N[C@@H](C[O-])CCO",
  "multiplicity": 1,
  "total_charge": -1,
  "orbital_gap_ev": 6.7
}

---

{
  "formula": "C4H10NO2",
  "method": "ωB97M-V/def2-TZVPD",
  "symbols": ["O", "O", "N", "C", "C", "C", "C", "H", "H", "H", "H", "H", "H", "H", "H", "H", "H"],
  "positions_angstrom": [[-1.529, -1.388, 0.356], [-2.814, 0.503, -0.474], [-1.550, 1.002, -0.071], [0.904, -0.855, -1.049], [1.353, 0.974, 0.640], [0.662, -0.357, 0.372], [-0.855, -0.332, 0.685], [1.070, -1.114, 1.062], [0.201, -1.667, -1.233], [2.412, 0.920, 0.372], [-0.968, 0.000, 1.756], [1.272, 1.242, 1.695], [1.924, -1.223, -1.180], [0.879, 1.764, 0.060], [-1.023, 1.086, -0.952], [-2.663, -0.491, -0.260], [0.725, -0.064, -1.778]],
  "forces_ev_per_angstrom": [[-0.24, -0.92, -0.16], [-0.23, -0.38, 0.05], [1.07, -0.77, 0.40], [-0.06, -0.09, 0.21], [-0.13, -0.16, 0.06], [-0.13, -0.18, -0.11], [-0.37, 1.91, 0.20], [-0.05, 0.12, -0.09], [-0.01, -0.03, -0.10], [0.06, 0.06, 0.02], [0.11, -0.16, -0.20], [0.01, 0.08, 0.05], [0.10, 0.04, -0.04], [0.05, 0.11, -0.04], [-0.17, -0.15, 0.09], [0.01, 0.45, -0.18], [-0.01, 0.06, -0.13]],
  "nbo_charge": [-0.88, -0.67, -0.43, -0.62, -0.61, -0.26, 0.29, 0.18, 0.24, 0.18, 0.07, 0.20, 0.18, 0.21, 0.27, 0.47, 0.18],
  "e_above_lowest_kcal_mol": 76.3,
  "homo_ev": -3.368,
  "lumo_energy_ev": 4.133,
  "smiles": "CC(C)[C@H]([O-])NO",
  "multiplicity": 1,
  "total_charge": -1,
  "orbital_gap_ev": 7.5
}

---

{
  "formula": "C4H10NO2",
  "method": "ωB97M-V/def2-TZVPD",
  "symbols": ["O", "O", "N", "C", "C", "C", "C", "H", "H", "H", "H", "H", "H", "H", "H", "H", "H"],
  "positions_angstrom": [[0.764, -1.589, 1.262], [2.728, -2.811, 0.352], [-2.026, 2.180, 0.433], [-0.188, 0.487, 0.600], [0.374, -0.870, 0.132], [-1.410, 1.129, -0.232], [-0.332, 1.397, -1.113], [-2.052, 0.306, -0.543], [-2.521, 2.740, -0.254], [-0.437, -1.400, -0.402], [-0.671, 0.286, 1.583], [0.066, 2.395, -0.936], [-0.124, 0.917, -2.057], [1.648, -2.111, 0.963], [1.255, -0.755, -0.498], [0.584, 1.207, 0.897], [2.343, -3.508, -0.187]],
  "forces_ev_per_angstrom": [[-0.35, 0.49, -0.03], [-0.07, 0.30, 0.15], [-0.09, -0.27, 0.59], [1.39, -0.97, 0.41], [-0.01, -0.16, 1.07], [-0.95, 0.95, -0.99], [-1.25, 1.37, 0.28], [0.21, -0.71, 0.27], [0.36, 0.23, -0.21], [0.16, 0.11, -0.26], [-0.48, 0.29, -0.55], [0.35, -0.24, 0.03], [0.42, -0.77, 0.12], [0.37, -0.65, -0.31], [-0.06, 0.07, -0.49], [0.02, -0.02, -0.12], [-0.03, -0.02, 0.03]],
  "nbo_charge": [-0.81, -1.24, -0.96, -0.43, -0.07, -0.08, -0.10, 0.19, 0.31, 0.13, 0.31, 0.21, 0.20, 0.51, 0.18, 0.24, 0.41],
  "e_above_lowest_kcal_mol": 159.0,
  "homo_ev": -3.930,
  "lumo_energy_ev": 2.428,
  "multiplicity": 1,
  "total_charge": -1,
  "orbital_gap_ev": 6.4
}

---

{
  "formula": "C4H10NO2",
  "method": "ωB97M-V/def2-TZVPD",
  "symbols": ["O", "O", "N", "C", "C", "C", "C", "H", "H", "H", "H", "H", "H", "H", "H", "H", "H"],
  "positions_angstrom": [[-3.123, -0.127, 0.930], [2.495, 1.593, -0.345], [1.244, -0.356, 0.118], [-1.161, -1.007, -0.292], [-1.848, 0.053, 0.640], [0.200, -0.591, -0.899], [1.447, 1.031, 0.471], [2.606, 0.920, -1.029], [-1.154, 0.042, 1.560], [0.044, 0.243, -1.588], [0.480, -1.393, -1.595], [-1.038, -1.964, 0.232], [1.830, 1.016, 1.493], [-1.821, -1.236, -1.141], [-1.720, 1.061, 0.154], [0.542, 1.625, 0.372], [0.977, -0.909, 0.920]],
  "forces_ev_per_angstrom": [[-0.45, -0.66, 0.12], [-0.43, -0.15, -0.13], [-0.32, 0.19, -0.91], [0.05, 0.37, -0.57], [0.34, 0.01, 0.21], [-0.92, -0.76, -0.01], [0.68, -0.76, 0.26], [0.19, 0.12, 0.05], [-0.16, 0.33, -0.25], [0.25, 0.53, 0.47], [0.43, -0.13, 0.25], [-0.01, 0.05, 0.20], [-0.25, 0.36, 0.11], [-0.13, 0.14, 0.13], [0.65, 0.00, -0.13], [-0.07, 0.18, 0.03], [0.15, 0.19, 0.17]],
  "nbo_charge": [-0.94, -0.75, -0.67, -0.45, 0.01, -0.23, 0.09, 0.47, 0.03, 0.18, 0.17, 0.17, 0.15, 0.19, 0.06, 0.16, 0.37],
  "e_above_lowest_kcal_mol": 73.5,
  "homo_ev": -2.339,
  "lumo_energy_ev": 3.659,
  "smiles": "[O-]CCCNCO",
  "multiplicity": 1,
  "total_charge": -1,
  "orbital_gap_ev": 6.0
}